1.
Density functional theory data (ωB97M-V/def2-TZVPD) for C5H7NO in the gas phase.

Computed properties:
**SMILES string**: O/C=C\N1[C@@H]2C[C@@H]21
**Charge**: 0
**ΔE to the lowest compared entry with this formula, charge and spin**: 379.0 kJ/mol
**Spin multiplicity**: 1

CARTESIAN COORDINATES (ANGSTROEM)
1 O 0.28 -2.02 -1.04
2 C 0.65 -0.87 -1.69
3 C 0.91 0.27 -1.07
4 N 0.97 0.40 0.34
5 C -0.05 -0.25 1.16
6 C -1.27 0.52 0.73
7 C 0.00 1.22 1.00
8 H -0.03 -1.75 -0.15
9 H 0.69 -0.93 -2.78
10 H 1.12 1.17 -1.62
11 H 0.16 -0.72 2.11
12 H -1.65 0.40 -0.28
13 H -2.03 0.64 1.50
14 H 0.25 1.91 1.79

=====

2.
Density functional theory data (ωB97M-V/def2-TZVPD) for C5H7NO in the gas phase.

Computed properties:
**SMILES string**: CC1=CNC(=O)C1
**Charge**: 0
**ΔE to the lowest compared entry with this formula, charge and spin**: 30.1 kJ/mol
**Spin multiplicity**: 1

CARTESIAN COORDINATES (ANGSTROEM)
1 C -1.91 0.58 -0.19
2 C -0.46 0.26 -0.09
3 C 0.57 1.10 0.01
4 N 1.78 0.43 0.28
5 C 1.52 -0.93 0.48
6 O 2.30 -1.74 0.92
7 C 0.10 -1.15 -0.04
8 H -2.07 1.67 -0.19
9 H -2.47 0.16 0.66
10 H -2.35 0.17 -1.10
11 H 0.54 2.19 0.03
12 H 2.65 0.69 -0.15
13 H -0.47 -1.91 0.48
14 H 0.26 -1.50 -1.07

=====

3.
Density functional theory data (ωB97M-V/def2-TZVPD) for C5H7NO in the gas phase.

Computed properties:
**SMILES string**: O=C1CN2CC[C@@H]12
**Charge**: 0
**ΔE to the lowest compared entry with this formula, charge and spin**: 228.2 kJ/mol
**Spin multiplicity**: 1

CARTESIAN COORDINATES (ANGSTROEM)
1 O 1.80 1.49 -1.41
2 C 1.17 0.66 -0.81
3 C 1.51 -0.42 0.22
4 N 0.16 -1.00 0.05
5 C -0.82 -0.42 1.00
6 C -1.43 0.47 -0.10
7 C -0.23 0.05 -0.97
8 H 2.32 -1.09 -0.09
9 H 1.73 -0.05 1.23
10 H -0.35 0.15 1.81
11 H -1.49 -1.16 1.45
12 H -1.59 1.53 0.11
13 H -2.34 0.04 -0.51
14 H -0.45 -0.24 -2.00

=====

4.
Density functional theory data (ωB97M-V/def2-TZVPD) for C5H7NO in the gas phase in a non-equilibrium geometry.

Computed properties:
**SMILES string**: [H]/N=C/O[C@H]1C=CC1
**Charge**: 0
**ΔE to the lowest compared entry with this formula, charge and spin**: 353.3 kJ/mol
**Spin multiplicity**: 1

CARTESIAN COORDINATES (ANGSTROEM)
1 H -3.51 -0.77 0.73
2 N -2.54 -0.72 0.53
3 C -2.20 0.40 0.06
4 O -0.98 0.98 -0.32
5 C 0.40 0.76 -0.16
6 C 1.19 0.38 1.10
7 C 1.96 -0.47 0.39
8 C 1.13 -0.47 -0.90
9 H -3.00 1.27 -0.11
10 H 0.92 1.55 -0.73
11 H 1.40 0.67 2.06
12 H 2.88 -1.07 0.60
13 H 1.57 -0.18 -1.88
14 H 0.56 -1.40 -0.95

=====

5.
Density functional theory data (ωB97M-V/def2-TZVPD) for C5H7NO in the gas phase.

Computed properties:
**SMILES string**: Cc1occc1N
**Charge**: 0
**ΔE to the lowest compared entry with this formula, charge and spin**: 127.3 kJ/mol
**Spin multiplicity**: 1

CARTESIAN COORDINATES (ANGSTROEM)
1 C -1.61 -0.93 0.28
2 C -0.26 -0.56 -0.24
3 O 0.71 -1.51 -0.01
4 C 1.85 -0.84 0.23
5 C 1.68 0.51 0.15
6 C 0.31 0.68 -0.26
7 N -0.34 1.79 -0.82
8 H -2.29 -0.08 0.25
9 H -2.09 -1.79 -0.19
10 H -1.44 -1.17 1.34
11 H 2.72 -1.46 0.38
12 H 2.40 1.26 0.42
13 H -0.47 2.63 -0.27
14 H -1.19 1.47 -1.27

=====

6.
Density functional theory data (ωB97M-V/def2-TZVPD) for 2 unconnected molecules or ions with the total composition C5H7NO.

Computed properties:
**Charge**: 0
**ΔE to the lowest compared entry with this formula, charge and spin**: 479.3 kJ/mol
**Spin multiplicity**: 1

CARTESIAN COORDINATES (ANGSTROEM)
1 C 0.54 -0.81 1.86
2 C 0.85 0.16 0.65
3 C -0.39 -0.16 -0.04
4 C -1.11 1.58 -1.89
5 O 0.07 1.78 -2.07
6 C -0.33 -1.29 -0.89
7 N -0.44 -2.21 -1.60
8 H -0.15 -0.34 2.56
9 H 1.50 -1.01 2.33
10 H 0.12 -1.78 1.56
11 H 0.89 1.18 1.05
12 H 1.80 -0.10 0.16
13 H -1.65 0.76 -2.40
14 H -1.72 2.21 -1.22

=====

Summary of LUMO level in eV
1.04 0.81 0.81 1.04 0.98 -1.44
(order as listed above)
Summary of HOMO level in Eh
-0.30471 -0.31148 -0.34655 -0.35388 -0.28538 -0.34713
(order as listed above)
Summary of electronic energy in eV
-8832.2746 -8835.8909 -8833.8376 -8832.5413 -8834.8837 -8831.2355
(order as listed above)